Below is a cluster of 9 separate species, C5H29N2O9 in total, with properties calculated with ωB97M-V with the def2-TZVPD basis set.

Calculated values
Charge: +1
E_LUMO, eV: -2.50
Relative energy (zero: lowest compared OMol25 entry of this formula, charge and spin), kJ/mol: 303.7
Gap between HOMO and LUMO, eV: 10.418

Element x y z (Å)
C -2.971 -1.320 -0.029
O -1.932 -1.793 0.839
C -2.295 -0.395 -1.056
C -2.171 1.036 -0.539
C -1.092 1.222 0.535
N 1.106 1.806 2.068
C 1.041 2.329 0.838
N 0.005 2.087 0.099
H -3.729 -0.817 0.569
H -3.292 -2.233 -0.526
H -1.609 -1.104 1.414
H -2.826 -0.447 -2.016
H -1.383 -0.896 -1.396
H -2.074 1.809 -1.305
H -3.174 1.263 -0.169
H -1.534 1.659 1.437
H -0.630 0.285 0.860
H 0.782 0.859 2.220
H 1.628 2.287 2.771
H 1.887 2.881 0.474
H -0.056 2.398 -0.886
H -3.071 -0.934 4.470
H -1.888 -1.231 5.506
O -2.147 -0.874 4.652
H 3.753 1.008 -0.221
H 2.540 0.148 -0.262
O 2.788 1.089 -0.323
H 0.514 -3.326 1.680
H -0.826 -2.532 2.054
O 0.074 -2.770 2.323
H 0.637 1.394 -2.830
H 0.445 2.654 -3.370
O 0.032 2.136 -2.649
H 2.870 1.651 -2.285
H 3.348 2.972 -2.842
O 2.649 2.318 -2.951
H 2.285 -0.687 1.911
H 0.886 -1.237 2.287
O 1.346 -0.452 1.889
H 1.687 -3.895 -2.714
H 0.338 -3.613 -3.532
O 0.965 -3.279 -2.882
H 1.872 -1.092 -2.781
H 1.351 -1.543 -1.473
O 1.869 -0.823 -1.856

Results of the natural (NBO) charge analysis, in e, for atoms 1 through 2: C -0.06; O -0.76